Formula: C72H182N12O25
Source: OMol25
Level of theory: ωB97M-V/def2-TZVPD

Atoms and positions in Å:
C (-4.252, -9.203, -8.621)
O (-3.539, -9.422, -7.436)
C (-2.760, -10.618, -7.335)
C (-1.639, -10.374, -6.251)
N (-0.816, -9.213, -6.445)
C (0.200, -9.039, -5.436)
C (0.825, -7.633, -5.560)
O (-0.117, -6.637, -5.226)
C (0.294, -5.308, -5.176)
H (-4.665, -10.165, -8.925)
H (-3.647, -8.865, -9.461)
H (-5.077, -8.514, -8.440)
H (-2.378, -10.971, -8.292)
H (-3.483, -11.371, -7.020)
H (-0.980, -11.232, -6.116)
H (-2.125, -10.351, -5.276)
H (-1.299, -8.328, -6.501)
H (1.015, -9.763, -5.425)
H (-0.351, -9.114, -4.499)
H (1.268, -7.391, -6.527)
H (1.696, -7.594, -4.905)
H (-0.343, -4.686, -4.547)
H (0.261, -4.997, -6.220)
H (1.335, -5.139, -4.899)
C (-13.311, 11.201, -24.392)
O (-14.123, 10.078, -24.512)
C (-15.506, 10.193, -24.367)
C (-16.148, 8.798, -24.247)
N (-15.626, 8.068, -23.067)
C (-16.276, 6.762, -22.903)
C (-15.711, 5.894, -21.780)
O (-14.601, 5.212, -22.354)
C (-13.888, 4.535, -21.298)
H (-13.079, 11.809, -25.266)
H (-12.304, 10.796, -24.294)
H (-13.435, 11.762, -23.466)
H (-15.947, 10.741, -25.199)
H (-15.725, 10.773, -23.470)
H (-15.990, 8.161, -25.118)
H (-17.216, 9.012, -24.203)
H (-14.635, 7.933, -23.208)
H (-16.324, 6.180, -23.823)
H (-17.325, 6.955, -22.678)
H (-16.302, 5.070, -21.382)
H (-15.441, 6.502, -20.917)
H (-13.353, 5.335, -20.786)
H (-13.128, 3.870, -21.709)
H (-14.528, 4.031, -20.573)
C (-3.285, -1.339, -14.415)
O (-3.419, -2.464, -15.336)
C (-2.218, -3.083, -15.806)
C (-1.608, -3.860, -14.625)
N (-0.566, -4.741, -15.121)
C (-0.146, -5.822, -14.184)
C (-1.164, -6.755, -13.666)
O (-0.603, -7.786, -12.885)
C (-0.324, -7.306, -11.523)
H (-2.650, -0.539, -14.795)
H (-2.782, -1.510, -13.463)
H (-4.269, -0.892, -14.273)
H (-1.527, -2.388, -16.282)
H (-2.447, -3.709, -16.668)
H (-2.452, -4.430, -14.234)
H (-1.202, -3.229, -13.834)
H (0.247, -4.233, -15.437)
H (0.349, -5.341, -13.340)
H (0.606, -6.432, -14.685)
H (-1.727, -7.176, -14.499)
H (-1.950, -6.304, -13.060)
H (0.244, -6.380, -11.429)
H (0.200, -8.083, -10.967)
H (-1.256, -7.168, -10.975)
C (-20.234, -9.120, -22.779)
O (-19.576, -7.888, -22.831)
C (-18.953, -7.620, -24.072)
C (-18.141, -6.230, -23.962)
N (-18.954, -4.988, -23.864)
C (-18.171, -3.728, -23.920)
C (-17.414, -3.443, -22.634)
O (-18.355, -3.267, -21.576)
C (-18.013, -2.468, -20.434)
H (-21.012, -9.172, -23.540)
H (-20.739, -9.059, -21.815)
H (-19.574, -9.987, -22.823)
H (-19.716, -7.479, -24.837)
H (-18.210, -8.385, -24.296)
H (-17.366, -6.174, -24.725)
H (-17.555, -6.218, -23.043)
H (-19.232, -5.002, -22.893)
H (-18.814, -2.882, -24.162)
H (-17.408, -3.766, -24.698)
H (-16.871, -2.508, -22.774)
H (-16.682, -4.223, -22.423)
H (-19.011, -2.323, -20.021)
H (-17.637, -1.477, -20.692)
H (-17.363, -3.005, -19.744)
C (-23.773, 3.709, -13.299)
O (-22.690, 3.907, -14.218)
C (-22.507, 2.743, -15.015)
C (-21.394, 2.904, -15.954)
N (-20.034, 2.768, -15.383)
C (-18.959, 3.011, -16.390)
C (-17.612, 2.503, -15.769)
O (-17.536, 1.083, -15.676)
C (-16.518, 0.573, -14.814)
H (-24.657, 3.527, -13.911)
H (-24.054, 4.606, -12.748)
H (-23.586, 2.932, -12.558)
H (-23.352, 2.655, -15.698)
H (-22.286, 1.797, -14.522)
H (-21.555, 3.828, -16.508)
H (-21.471, 2.189, -16.773)
H (-19.875, 3.313, -14.548)
H (-18.832, 4.076, -16.584)
H (-19.194, 2.503, -17.325)
H (-17.562, 2.984, -14.792)
H (-16.751, 2.807, -16.365)
H (-15.536, 0.706, -15.267)
H (-16.724, -0.452, -14.508)
H (-16.474, 1.048, -13.833)
C (-4.723, -6.045, -2.877)
O (-5.738, -5.085, -3.029)
C (-5.686, -4.086, -4.114)
C (-4.556, -3.061, -4.049)
N (-4.544, -2.182, -2.847)
C (-5.771, -1.365, -2.726)
C (-5.789, -0.461, -1.462)
O (-6.008, -1.181, -0.256)
C (-7.080, -2.055, -0.117)
H (-5.082, -6.871, -2.263)
H (-3.795, -5.668, -2.448)
H (-4.457, -6.406, -3.870)
H (-6.705, -3.707, -4.192)
H (-5.617, -4.659, -5.039)
H (-4.626, -2.359, -4.880)
H (-3.631, -3.630, -4.140)
H (-4.445, -2.758, -2.023)
H (-6.716, -1.907, -2.701)
H (-5.855, -0.633, -3.530)
H (-6.675, 0.174, -1.495)
H (-4.861, 0.111, -1.462)
H (-7.286, -2.187, 0.945)
H (-6.798, -3.059, -0.432)
H (-7.966, -1.631, -0.591)
C (-11.074, 2.755, -14.334)
O (-11.580, 2.081, -13.151)
C (-10.613, 1.277, -12.555)
C (-11.055, 0.633, -11.249)
N (-12.169, -0.254, -11.519)
C (-12.656, -0.973, -10.362)
C (-13.602, -2.107, -10.746)
O (-12.932, -3.064, -11.524)
C (-13.256, -4.428, -11.189)
H (-11.093, 2.067, -15.180)
H (-10.057, 3.137, -14.243)
H (-11.834, 3.518, -14.499)
H (-9.752, 1.910, -12.342)
H (-10.395, 0.416, -13.187)
H (-11.335, 1.377, -10.503)
H (-10.206, 0.073, -10.857)
H (-11.786, -0.881, -12.212)
H (-13.231, -0.408, -9.629)
H (-11.856, -1.421, -9.773)
H (-14.526, -1.822, -11.249)
H (-13.822, -2.562, -9.780)
H (-12.870, -5.196, -11.860)
H (-14.337, -4.553, -11.253)
H (-12.863, -4.670, -10.202)
C (-9.538, -5.642, -9.157)
O (-9.399, -5.172, -10.495)
C (-8.563, -4.013, -10.679)
C (-8.307, -3.873, -12.220)
N (-9.573, -3.448, -12.849)
C (-9.357, -3.682, -14.306)
C (-10.489, -2.879, -15.018)
O (-10.473, -3.148, -16.484)
C (-11.293, -2.354, -17.289)
H (-8.603, -5.980, -8.710)
H (-10.211, -6.497, -9.103)
H (-9.827, -4.847, -8.469)
H (-7.580, -4.175, -10.237)
H (-8.883, -3.085, -10.207)
H (-7.932, -4.822, -12.602)
H (-7.538, -3.154, -12.502)
H (-10.303, -4.072, -12.539)
H (-9.436, -4.727, -14.605)
H (-8.358, -3.354, -14.593)
H (-10.307, -1.817, -14.850)
H (-11.437, -3.163, -14.561)
H (-12.320, -2.547, -16.980)
H (-11.210, -2.597, -18.348)
H (-11.099, -1.283, -17.240)
C (-14.160, -11.966, -9.165)
O (-13.930, -13.337, -9.512)
C (-13.174, -14.045, -8.502)
C (-13.099, -15.484, -9.015)
N (-14.479, -16.039, -8.996)
C (-14.534, -17.443, -9.500)
C (-16.029, -17.944, -9.466)
O (-16.814, -17.491, -10.610)
C (-18.189, -17.918, -10.515)
H (-14.584, -11.485, -10.047)
H (-13.178, -11.538, -8.964)
H (-14.792, -11.821, -8.289)
H (-13.537, -13.924, -7.482)
H (-12.145, -13.684, -8.481)
H (-12.473, -16.122, -8.392)
H (-12.702, -15.507, -10.030)
H (-14.959, -15.385, -9.598)
H (-13.903, -18.092, -8.893)
H (-14.165, -17.621, -10.510)
H (-16.519, -17.533, -8.583)
H (-16.066, -19.034, -9.475)
H (-18.749, -17.594, -11.392)
H (-18.669, -17.434, -9.664)
H (-18.310, -19.001, -10.497)
C (-9.175, -16.975, -19.251)
O (-9.580, -16.679, -17.917)
C (-9.260, -15.383, -17.476)
C (-9.805, -15.247, -16.035)
N (-9.553, -13.871, -15.549)
C (-10.068, -13.668, -14.176)
C (-9.589, -12.358, -13.527)
O (-10.261, -11.199, -14.023)
C (-9.714, -9.980, -13.529)
H (-9.049, -18.029, -19.498)
H (-8.165, -16.646, -19.494)
H (-9.853, -16.585, -20.010)
H (-9.750, -14.557, -17.991)
H (-8.191, -15.209, -17.357)
H (-9.258, -15.895, -15.350)
H (-10.872, -15.472, -16.050)
H (-10.199, -13.320, -16.096)
H (-9.848, -14.444, -13.442)
H (-11.156, -13.640, -14.126)
H (-8.523, -12.216, -13.707)
H (-9.663, -12.409, -12.441)
H (-8.654, -9.926, -13.777)
H (-9.767, -10.003, -12.440)
H (-10.092, -9.041, -13.934)
C (-16.190, -1.241, 0.568)
O (-15.500, -1.830, -0.506)
C (-14.275, -2.466, -0.065)
C (-13.572, -3.126, -1.251)
N (-12.248, -3.511, -0.863)
C (-11.433, -3.957, -1.959)
C (-11.865, -5.324, -2.550)
O (-12.923, -5.166, -3.495)
C (-13.474, -6.471, -3.855)
H (-17.135, -0.810, 0.238)
H (-15.615, -0.431, 1.016)
H (-16.492, -1.981, 1.310)
H (-14.556, -3.306, 0.570)
H (-13.632, -1.767, 0.471)
H (-13.629, -2.407, -2.068)
H (-14.097, -4.040, -1.528)
H (-12.086, -4.088, -0.050)
H (-10.397, -4.071, -1.638)
H (-11.594, -3.264, -2.785)
H (-11.983, -6.042, -1.738)
H (-11.101, -5.761, -3.193)
H (-13.848, -7.169, -3.107)
H (-12.827, -7.043, -4.520)
H (-14.250, -6.068, -4.506)
C (-5.171, -4.437, -20.742)
O (-4.825, -5.601, -20.114)
C (-5.748, -6.027, -19.061)
C (-5.222, -7.385, -18.444)
N (-5.201, -8.576, -19.309)
C (-4.821, -9.760, -18.483)
C (-4.999, -10.971, -19.456)
O (-4.540, -12.152, -18.867)
C (-4.625, -13.215, -19.774)
H (-4.816, -3.554, -20.210)
H (-6.234, -4.426, -20.983)
H (-4.681, -4.474, -21.716)
H (-6.742, -6.170, -19.484)
H (-5.745, -5.297, -18.252)
H (-5.900, -7.552, -17.608)
H (-4.199, -7.280, -18.083)
H (-4.549, -8.616, -20.079)
H (-5.406, -9.809, -17.565)
H (-3.796, -9.661, -18.125)
H (-4.433, -10.710, -20.350)
H (-6.037, -11.036, -19.782)
H (-4.385, -14.122, -19.218)
H (-3.972, -13.094, -20.637)
H (-5.650, -13.359, -20.115)
O (-11.346, -5.860, -20.056)
H (-10.927, -5.188, -19.518)
H (-10.718, -6.582, -20.069)

Forces on the atoms, in the same order (eV/Å):
-0.14 -1.13 -0.19
0.88 0.79 0.51
0.15 0.62 0.67
-1.09 -0.27 -0.16
0.77 -0.03 -1.49
-0.39 1.33 -0.07
0.46 0.01 0.48
-0.91 -1.14 1.23
0.66 0.27 -1.45
-0.44 -0.09 -0.29
0.30 0.28 0.07
0.20 0.06 0.13
0.34 0.43 -0.20
0.32 -0.48 0.40
0.04 -0.27 -0.66
-0.56 0.26 0.36
-0.61 -0.29 -0.10
-0.16 -0.27 -0.39
0.55 0.16 0.86
-0.29 -0.45 -0.62
0.03 0.09 0.57
-0.16 -0.35 -0.07
-0.16 0.88 -0.11
0.18 -0.39 0.51
1.92 -0.47 0.48
0.27 -0.64 -0.50
-0.30 -0.21 0.09
0.83 0.27 0.53
-0.61 0.04 0.03
-1.03 0.15 0.53
0.61 -0.15 -0.95
0.76 -0.72 0.94
0.47 1.30 -0.71
-1.36 0.43 -0.37
0.18 -0.39 0.42
-0.61 0.33 -0.14
-0.11 -0.01 -0.34
-0.15 -0.03 0.33
0.09 0.30 -0.56
-0.17 -0.37 0.45
0.18 0.02 -0.07
0.36 -0.25 -0.25
-0.18 0.17 0.16
-1.09 0.37 -0.22
0.34 0.30 0.03
0.19 -0.13 0.51
-0.35 -0.11 -0.19
-0.24 -0.20 -0.20
0.51 -0.11 -0.96
0.07 1.14 0.49
-0.01 0.50 0.96
0.32 -0.26 -1.22
-0.57 -1.67 0.15
1.39 1.80 -0.55
-1.85 -0.47 0.05
0.90 0.65 1.46
-0.51 -0.93 -0.42
0.04 0.06 -0.81
-0.42 -0.91 0.24
-0.01 -0.43 0.05
0.26 0.66 0.46
-0.52 -0.53 0.51
0.21 -0.17 0.16
-0.30 0.46 0.18
-0.03 0.02 0.12
0.27 -0.06 0.39
0.06 0.06 -0.11
0.22 -0.48 -0.15
-0.01 0.59 0.13
0.11 0.00 -0.53
0.16 -0.11 -0.42
-0.33 0.14 -0.17
-0.71 0.60 0.59
0.77 0.50 -0.32
0.89 2.55 0.67
-0.25 -0.43 0.79
0.20 -0.16 -0.39
0.35 -0.80 0.07
-0.27 0.96 0.38
0.30 -0.11 -0.23
-1.04 -0.65 -0.84
-0.02 -0.23 -0.29
-0.03 -0.57 0.04
0.16 -0.03 -0.09
0.04 -0.32 -0.33
-0.10 -0.23 -0.30
-0.43 0.06 -0.56
0.23 -0.90 0.26
-0.85 -0.03 0.09
-0.21 -0.11 0.13
-0.07 -0.22 -0.30
0.27 0.19 -0.01
0.02 -0.20 0.22
0.29 0.11 0.61
0.36 -0.06 -0.21
0.11 0.12 0.02
-0.23 0.44 -0.72
0.07 -0.60 1.07
-0.33 0.07 -0.53
2.14 0.88 -0.95
-0.23 -0.30 -1.35
0.40 -0.92 1.80
-0.48 -0.32 -0.61
-0.44 -0.17 0.63
-0.26 0.62 0.17
-0.27 -0.63 0.17
0.74 0.34 -0.14
0.05 -0.28 -0.24
-0.66 -0.37 0.36
-0.58 0.07 0.91
0.21 0.74 0.11
-0.07 -0.58 0.28
-0.23 0.28 -0.10
0.05 0.22 -0.24
-0.04 -0.11 0.10
0.27 -0.11 0.32
0.05 0.51 -0.13
0.15 -0.31 -0.08
-0.07 -0.20 -0.86
-0.20 0.73 0.02
0.38 0.32 -1.12
-0.65 1.60 0.15
-0.11 -1.81 0.24
-0.66 0.44 1.08
-0.62 -0.13 -0.56
0.25 0.71 0.96
-1.21 -1.57 -0.58
2.24 0.49 0.91
0.03 -0.05 0.07
-0.19 0.18 -0.06
0.03 0.28 0.28
0.12 -0.47 -0.14
0.14 0.42 0.60
0.50 -0.11 -0.35
-0.04 -0.32 -0.38
0.26 0.32 0.18
-0.07 -0.04 0.23
-0.03 -0.45 -0.22
0.28 -0.24 -0.48
0.11 0.60 -0.73
-0.09 -0.08 0.71
0.01 0.42 0.13
-0.38 -0.13 -0.70
-0.31 -0.41 -0.24
-1.35 -0.83 0.76
0.18 0.81 -0.71
0.05 -0.26 0.78
-0.65 0.57 -0.13
-0.15 0.55 0.27
-0.48 -0.80 -0.64
0.56 -0.40 0.81
0.77 -1.43 -0.84
-0.39 0.74 0.01
0.06 -0.15 -0.13
-0.05 0.22 0.37
0.45 0.25 -0.23
0.57 -0.30 -0.16
0.61 0.03 -0.54
-0.09 0.13 0.00
0.44 -0.04 0.17
-0.48 -0.72 -0.02
0.07 0.86 -0.34
0.44 -0.27 0.09
-0.03 0.40 0.05
-0.55 -0.13 0.17
0.52 0.66 -0.46
-0.20 -0.05 0.42
-0.22 0.04 0.25
0.64 0.52 0.16
0.00 0.49 0.25
1.41 -0.76 -1.05
-1.43 0.26 1.60
1.59 -0.58 -1.31
-1.82 0.93 -0.31
1.06 -0.41 -1.62
1.07 -0.30 1.60
-0.88 0.13 0.46
0.53 -0.19 -0.39
-0.22 0.33 -0.35
-0.62 0.16 -0.10
0.23 -0.43 0.28
-0.87 -0.04 -0.16
-0.16 -0.43 0.07
0.00 0.30 0.53
-0.21 -0.07 0.17
-0.01 -0.27 0.12
-0.13 0.29 -0.02
-0.13 0.14 -0.02
-0.25 0.00 -0.21
-0.40 0.31 -0.22
0.31 -0.49 0.13
0.19 0.22 0.39
0.80 -0.66 -0.50
-0.15 0.14 1.27
0.64 -0.29 -1.47
-1.36 -0.36 0.78
1.23 -0.76 -0.31
-1.93 0.66 -0.10
0.23 0.56 -0.72
0.04 -0.42 0.32
0.66 0.60 -0.20
-0.08 -0.03 0.17
0.03 0.45 0.09
-0.18 -0.22 0.02
-0.63 -0.21 -0.10
0.24 0.45 -0.12
0.15 0.17 0.17
0.28 0.25 -0.15
-0.68 -0.36 -0.27
-0.23 0.12 0.47
0.07 0.43 -0.43
0.13 -0.20 0.33
0.09 -0.16 0.23
0.43 0.26 -0.18
-0.03 -0.24 0.31
0.26 -0.17 0.37
0.50 0.09 -0.44
0.25 -0.45 -0.96
-0.36 0.13 2.06
0.59 0.40 0.03
-0.77 -0.44 0.51
-0.19 1.08 0.56
0.56 0.44 -0.42
-0.55 0.22 -0.47
1.02 -0.89 0.34
-0.69 -0.39 0.91
0.14 0.76 0.30
-0.18 0.33 0.13
0.13 -0.14 -0.87
0.23 -0.01 -0.67
-0.24 -0.38 -0.15
-0.14 -0.34 0.19
0.26 0.61 -0.32
0.68 -0.39 -0.47
-0.39 0.03 -0.32
0.31 -0.20 -0.26
-0.47 -0.08 0.28
0.38 -0.19 -0.02
-0.17 0.37 0.21
-0.90 -0.57 -0.16
-0.42 0.06 -0.02
0.88 -0.29 0.04
-1.20 -0.53 -0.60
-1.01 -0.17 1.15
1.62 1.04 -0.30
-0.79 -1.30 -0.68
1.15 0.54 -1.00
-0.58 -1.92 1.71
-0.27 1.94 -1.66
0.14 0.01 -0.50
0.18 -0.04 0.26
0.33 -0.16 0.33
-0.03 0.15 0.72
0.09 0.10 -0.06
0.63 -0.19 -0.24
-0.71 0.29 -0.35
-0.78 0.06 0.07
0.11 0.36 -0.18
0.65 0.32 0.02
-0.89 -0.15 0.11
0.93 0.05 0.35
0.02 0.66 0.61
0.60 0.08 0.12
-0.60 -0.91 0.08
-0.08 0.40 -1.22
-0.43 -2.01 1.88
2.06 -1.28 -0.66
0.17 0.92 -1.46
-1.04 -0.86 1.29
-0.49 -0.01 -1.37
0.26 1.36 1.29
0.06 0.10 -0.13
-0.27 -0.70 0.49
-0.33 0.25 0.14
-0.31 0.43 0.28
0.20 0.27 -0.06
-0.12 0.08 -0.01
-0.18 0.18 0.02
0.10 -0.38 0.06
0.05 0.71 0.50
0.10 1.10 -0.02
-0.47 -0.19 -0.28
0.42 -0.27 -0.14
0.35 -0.19 -0.31
-0.27 -0.11 0.20
0.31 0.01 -0.14
0.16 0.05 -0.06
-0.24 0.16 -0.24
-0.21 0.03 -0.14
0.08 0.19 0.20
0.13 -0.21 -0.02

Values from the calculation:
LUMO energy = 0.033 eV
electronic energy = -5389.675523 Eh
ΔE to the lowest compared entry with this formula, charge and spin = 246.4 kJ/mol
molecular weight = 1616.3 g mol⁻¹

Results of the Mulliken charge analysis, in e, for atoms 1 through 5: atom 1 (C): -0.66, atom 2 (O): -0.27, atom 3 (C): -0.57, atom 4 (C): -0.78, atom 5 (N): -0.26